Molecular formula: C32H51N4Si2Tl
Method: DFT, the ωB97M-V functional and the def2-TZVPD basis

Geometry (Å):
Tl -0.238 0.214 -0.090
C 3.667 0.666 -1.439
C 3.923 0.967 0.063
C 5.040 1.607 0.497
C 5.234 1.912 1.843
C 4.363 1.325 2.772
C 3.293 0.561 2.431
C 2.506 -0.224 3.450
C 3.104 0.410 1.039
N 2.000 -0.470 0.576
C 2.363 -1.658 0.208
C 3.675 -2.248 0.693
C 1.378 -2.442 -0.634
C 1.618 -3.861 -0.945
N 0.422 -1.765 -1.154
C -0.518 -2.285 -2.131
C -0.286 -1.813 -3.444
C 0.976 -1.018 -3.726
C -1.235 -2.149 -4.388
C -2.383 -2.886 -4.062
C -2.536 -3.355 -2.734
C -1.567 -3.075 -1.749
C -1.793 -3.612 -0.345
H 4.177 1.366 -2.047
H 2.633 0.715 -1.711
H 3.999 -0.369 -1.658
H 5.719 1.981 -0.254
H 6.088 2.461 2.162
H 4.679 1.452 3.806
H 2.823 -0.029 4.475
H 2.492 -1.272 3.149
H 1.470 0.144 3.428
H 4.582 -1.655 0.766
H 4.016 -3.068 0.125
H 3.533 -2.706 1.657
H 1.967 -4.507 -0.117
H 2.512 -3.900 -1.546
H 0.755 -4.416 -1.397
H 1.189 -0.270 -2.946
H 0.857 -0.359 -4.582
H 1.912 -1.628 -3.897
H -1.165 -1.773 -5.395
H -3.125 -3.077 -4.833
H -3.438 -3.907 -2.395
H -1.326 -4.604 -0.229
H -2.838 -3.785 -0.158
H -1.402 -2.931 0.398
C -1.031 0.892 3.353
Si -1.996 -0.546 2.627
C -1.072 -2.180 2.966
C -3.630 -0.796 3.466
C -2.174 -0.293 0.704
Si -3.670 0.802 0.163
C -3.817 2.246 1.319
C -3.473 1.519 -1.531
C -5.077 -0.464 0.256
H -0.484 0.614 4.248
H -1.637 1.692 3.732
H -0.290 1.284 2.656
H -1.004 -2.286 4.022
H -0.052 -2.357 2.650
H -1.618 -3.017 2.594
H -3.466 -0.664 4.574
H -3.860 -1.840 3.365
H -4.547 -0.207 3.252
H -2.370 -1.217 0.174
H -3.092 3.032 1.072
H -3.809 2.009 2.375
H -4.729 2.788 1.147
H -2.633 2.229 -1.475
H -4.366 2.116 -1.782
H -3.172 0.783 -2.250
H -6.016 -0.009 0.476
H -4.809 -1.169 1.049
H -5.167 -1.043 -0.678
C 1.177 5.467 0.514
C 0.810 4.338 -0.377
C 0.270 4.353 -1.651
C 0.117 3.045 -1.992
N 0.546 2.200 -0.997
N 0.983 3.063 -0.044
C -0.295 2.522 -3.330
H 2.082 5.995 0.151
H 1.435 5.010 1.528
H 0.339 6.190 0.514
H 0.219 5.288 -2.192
H 1.392 2.780 0.839
H -1.246 2.956 -3.601
H -0.295 1.415 -3.299
H 0.414 2.801 -4.123

Atomic forces in eV per Å
0.328 0.025 -0.124
0.401 -0.919 1.748
-1.404 -1.539 -1.138
0.918 1.847 0.265
-0.938 -1.458 -0.610
2.047 1.473 0.893
-0.261 -0.805 -1.055
-0.823 0.882 -0.610
-1.597 -0.568 0.784
0.984 -0.064 -0.718
0.137 1.246 1.216
-0.091 -0.213 -0.407
-0.809 0.135 -0.099
-0.122 -1.669 0.383
0.420 -0.428 0.124
1.520 0.747 0.007
0.207 -0.261 0.771
0.462 0.346 -0.279
-0.690 0.023 -0.201
0.317 -0.315 1.423
-0.294 0.161 -0.696
-1.658 -0.606 -0.137
0.759 -0.288 -0.665
0.761 0.549 -0.623
-0.680 0.114 0.083
0.044 0.550 -0.098
0.233 0.110 -0.001
0.425 0.313 0.210
-0.508 -0.081 0.016
0.374 -0.395 -0.203
0.036 -0.064 0.534
0.105 -0.358 -0.057
-0.507 0.848 0.005
-0.020 -1.085 -1.123
-0.376 0.040 0.698
-0.425 0.712 0.239
0.183 -0.067 -0.918
0.909 0.906 0.078
0.034 -0.567 0.154
-0.118 -0.377 -0.496
-1.101 0.459 0.289
0.281 0.011 -0.228
0.094 -0.036 0.288
0.692 0.335 -0.581
0.077 0.370 0.041
-0.501 0.149 0.033
0.154 -0.135 0.271
0.173 -0.326 0.046
0.436 -0.398 -0.416
0.138 0.891 -0.527
-0.454 0.807 1.303
-0.375 0.678 0.591
-0.229 -0.376 0.313
0.157 0.381 -0.153
0.490 0.865 0.590
1.336 -0.298 -0.317
0.201 -0.478 0.105
-0.564 0.615 -0.299
0.051 0.267 -0.083
-0.189 -0.113 1.168
0.410 0.451 -0.460
-0.674 -0.645 -0.201
0.029 -0.060 -0.911
-0.393 -0.660 -0.158
0.788 -0.270 -0.185
0.134 -0.371 -0.019
0.390 -0.339 0.276
0.218 0.008 0.226
-0.848 0.004 -0.141
-0.162 0.052 -0.010
0.316 -0.499 -0.280
-0.343 -0.408 -0.751
-0.777 0.296 0.202
-0.327 0.010 -0.026
0.049 0.277 0.254
0.668 -0.430 0.850
0.250 0.310 -0.089
0.663 1.220 0.856
0.189 -1.835 -1.100
-0.142 0.814 -0.538
-0.026 0.244 1.165
0.444 -0.699 0.211
-0.511 -0.322 0.139
-0.561 1.120 -1.053
0.525 -0.404 0.469
-0.512 -0.432 -0.359
-0.043 -0.355 -0.241
-0.403 -0.262 -0.156
-0.458 0.550 -0.176
-0.039 0.072 0.402

maximum force	0.0520	hartree/bohr
HOMO level	-14.1	eV
relative energy (zero: lowest compared OMol25 entry of this formula, charge and spin)	0.0	kJ/mol
orbital gap	0.280	Eh
total charge	+2
calculated total energy	-2219.94100	Eh

Here are the Löwdin charges for atoms 1 to 2, given in e:
1 Tl 1.12
2 C 0.00